# C33H37N6O2S

A 7-piece molecular cluster, C33H37N6O2S overall (ωB97M-V/def2-TZVPD, the Open Molecules 2025 dataset).

Each line ends with the Mulliken charge.
CARTESIAN COORDINATES (ANGSTROEM)
C  -1.48  -0.57  -2.28  0.002
C  -1.45  -2.02  -1.91  -0.050
O  -1.71  -2.92  -2.65  -0.460
O  -1.13  -2.31  -0.56  -0.315
C  0.20  -2.11  -0.22  0.026
S  1.38  -2.45  -1.59  -0.019
H  -1.31  0.00  -1.39  0.024
H  -2.42  -0.31  -2.71  0.470
H  -0.68  -0.37  -2.99  0.013
H  0.47  -2.83  0.53  0.473
H  0.34  -1.13  0.21  0.121
H  2.62  -2.24  -1.10  0.349
H  1.18  -1.63  -2.64  0.271
N  -0.58  2.26  -3.44  -0.217
C  -0.17  2.66  -2.24  0.349
C  0.45  3.86  -1.98  -0.614
C  0.67  4.72  -3.04  -0.388
C  0.26  4.33  -4.31  -0.560
C  -0.36  3.09  -4.46  -0.449
H  -0.36  1.96  -1.42  -0.060
H  0.75  4.10  -0.97  0.522
H  1.16  5.67  -2.89  0.402
H  0.41  4.96  -5.17  0.398
H  -0.70  2.75  -5.43  0.597
N  0.80  1.69  -7.64  -0.318
C  1.10  1.52  -8.93  -0.268
C  1.40  0.29  -9.50  -0.364
C  1.39  -0.83  -8.68  -0.307
C  1.08  -0.67  -7.34  -0.594
C  0.79  0.60  -6.88  0.381
H  1.10  2.42  -9.53  0.357
H  1.63  0.22  -10.55  0.366
H  1.61  -1.81  -9.09  0.375
H  1.06  -1.52  -6.67  0.329
H  0.54  0.77  -5.83  0.058
N  3.04  -3.08  1.56  -0.241
C  3.11  -2.39  2.70  -0.343
C  3.50  -2.93  3.91  -0.534
C  3.84  -4.27  3.95  -0.229
C  3.77  -5.01  2.78  -0.630
C  3.37  -4.38  1.62  -0.081
H  2.83  -1.34  2.62  0.552
H  3.54  -2.32  4.80  0.409
H  4.15  -4.73  4.87  0.410
H  4.02  -6.06  2.77  0.389
H  3.30  -4.92  0.68  0.331
N  -0.09  3.77  1.36  -0.528
C  -0.59  2.57  1.63  -0.779
C  -1.86  2.35  2.13  0.157
C  -2.66  3.45  2.38  -0.478
C  -2.16  4.71  2.11  -0.438
C  -0.88  4.82  1.60  -0.291
H  0.08  1.73  1.43  0.876
H  -2.22  1.35  2.33  0.196
H  -3.66  3.33  2.78  0.473
H  -2.76  5.60  2.29  0.406
H  -0.45  5.79  1.36  0.378
N  -4.16  -0.20  2.78  -0.531
C  -3.27  -0.69  1.93  -0.549
C  -2.66  -1.93  2.08  -0.126
C  -3.01  -2.70  3.18  -0.533
C  -3.94  -2.21  4.07  -0.415
C  -4.49  -0.95  3.83  -0.423
H  -3.02  -0.05  1.09  0.813
H  -1.94  -2.27  1.36  0.601
H  -2.56  -3.68  3.33  0.462
H  -4.24  -2.78  4.94  0.413
H  -5.22  -0.53  4.50  0.387
N  0.77  -1.39  6.38  -0.561
C  0.41  -1.62  5.12  -0.747
C  0.30  -0.62  4.16  0.252
C  0.58  0.69  4.53  -0.172
C  0.95  0.94  5.84  -0.480
C  1.03  -0.13  6.72  -0.386
H  0.20  -2.65  4.87  0.466
H  0.01  -0.86  3.15  0.474
H  0.51  1.49  3.81  0.350
H  1.18  1.94  6.18  0.420
H  1.32  0.02  7.75  0.379

relative energy (zero: lowest compared OMol25 entry of this formula, charge and spin) = 0.0 kJ/mol
net charge = +1
Kohn-Sham gap = 8.05 eV
LUMO = -3.57 eV
multiplicity = 1



# C33H37N7O7P2Ti

C33H37N7O7P2Ti as an isolated structure (ωB97M-V/def2-TZVPD, the Open Molecules 2025 dataset).

Each line ends with the Mulliken charge.
CARTESIAN COORDINATES (ANGSTROEM)
Ti  0.62  -0.09  1.11  -0.129
C  3.56  0.55  -0.52  -0.239
C  3.00  0.54  -1.73  0.011
C  3.33  -0.54  -2.74  -1.249
C  3.36  -1.97  -2.10  -1.392
C  2.52  -2.15  -0.85  0.439
C  2.74  -1.74  0.43  -0.591
C  4.22  -1.48  0.78  -1.220
C  4.73  -0.31  -0.09  -1.211
C  0.30  -1.61  2.45  -0.744
H  3.22  1.25  0.24  0.767
H  2.54  1.43  -2.17  1.068
H  4.28  -0.35  -3.28  0.441
H  2.57  -0.52  -3.53  0.358
H  2.99  -2.65  -2.89  0.404
H  4.41  -2.29  -2.05  0.512
H  1.70  -2.82  -1.08  0.663
H  2.08  -1.97  1.31  0.256
H  4.88  -2.35  0.64  0.388
H  4.30  -1.21  1.84  0.376
H  5.51  0.24  0.44  0.500
H  5.26  -0.69  -0.98  0.329
H  0.77  -1.20  3.36  0.372
H  0.48  -2.68  2.40  1.080
H  -0.81  -1.52  2.49  0.052
P  -0.70  -1.98  -0.81  0.409
P  -0.09  1.68  -0.75  0.116
N  -0.18  -3.76  -0.68  0.899
N  -2.33  -2.49  -1.33  1.300
N  1.33  2.58  0.17  0.476
N  -0.73  3.19  -1.31  0.762
C  0.05  -0.92  -2.14  0.354
C  -0.21  0.63  -2.26  -1.224
C  0.49  -4.33  0.42  -0.794
C  0.72  -5.67  0.20  -0.968
C  0.28  -5.93  -1.14  -0.772
C  -0.24  -4.75  -1.66  -0.660
C  -3.30  -3.26  -0.68  -0.826
C  -4.31  -3.59  -1.59  -0.669
C  -3.92  -3.06  -2.85  -0.763
C  -2.72  -2.39  -2.66  -0.707
C  1.78  2.32  1.48  -0.869
C  2.89  3.10  1.76  -0.622
C  3.30  3.64  0.50  -1.046
C  2.29  3.38  -0.44  -0.251
C  -0.21  4.07  -2.27  -0.340
C  -1.03  5.18  -2.37  -0.951
C  -2.14  4.96  -1.47  -0.615
C  -1.94  3.74  -0.85  -0.375
H  -0.14  -1.38  -3.12  1.111
H  1.12  -1.00  -1.99  -2.165
H  0.50  1.08  -2.98  0.924
H  -1.23  0.75  -2.63  0.611
H  0.85  -3.73  1.24  0.521
H  1.10  -6.36  0.94  0.490
H  0.35  -6.90  -1.63  0.482
H  -0.62  -4.53  -2.65  0.480
H  -3.22  -3.48  0.36  0.530
H  -5.21  -4.17  -1.39  0.495
H  -4.45  -3.16  -3.79  0.500
H  -2.12  -1.85  -3.36  0.470
H  1.27  1.65  2.17  0.943
H  3.27  3.21  2.77  0.542
H  4.23  4.14  0.23  0.451
H  2.10  3.82  -1.41  0.391
H  0.67  3.82  -2.83  0.541
H  -0.86  6.07  -2.97  0.458
H  -2.98  5.62  -1.32  0.485
H  -2.54  3.18  -0.16  0.367
O  -6.50  2.35  2.80  -0.560
N  -5.61  2.63  3.63  0.974
O  -5.83  3.22  4.70  -0.550
C  -4.27  2.23  3.32  -0.761
C  -4.08  1.46  2.17  -0.171
C  -2.78  1.14  1.78  -0.174
C  -1.67  1.51  2.60  0.723
O  -0.51  0.97  2.34  0.122
C  -1.91  2.30  3.78  -1.132
C  -3.22  2.58  4.19  -0.380
N  -0.81  2.62  4.68  0.913
O  -1.15  2.77  5.88  -0.534
O  0.36  2.77  4.28  -0.537
N  -2.57  0.35  0.64  0.527
O  -3.41  0.27  -0.27  -0.497
O  -1.41  -0.26  0.50  0.931
H  -4.92  1.13  1.57  0.727
H  -3.41  3.00  5.18  0.645

net charge = +2
Kohn-Sham gap (alpha / beta) = 4.83 / 4.80 eV
LUMO (alpha / beta) = -8.60 / -8.63 eV
multiplicity = 1



# C33H37N7PdSSe2

C33H37N7PdSSe2 as an isolated structure (ωB97M-V/def2-TZVPD, the Open Molecules 2025 dataset).

Each line ends with the Mulliken charge.
CARTESIAN COORDINATES (ANGSTROEM)
Pd  1.25  1.01  0.25  0.012
N  -1.00  4.78  -0.19  -0.417
C  -0.05  3.83  0.02  0.437
S  -0.56  2.41  0.89  -0.344
N  1.15  4.08  -0.40  -0.751
N  2.06  3.10  -0.29  0.489
C  3.31  3.37  -0.21  0.317
C  3.86  4.75  -0.20  -0.008
C  3.38  5.74  -1.07  -0.140
C  3.91  7.02  -1.04  -0.692
C  4.90  7.34  -0.12  -0.362
C  5.36  6.38  0.76  -0.751
C  4.85  5.09  0.72  -0.122
C  4.24  2.24  -0.07  0.336
C  5.55  2.34  -0.53  -0.626
C  6.41  1.27  -0.37  -0.487
C  5.94  0.13  0.26  -0.856
C  4.62  0.10  0.66  -0.211
N  3.77  1.12  0.51  -0.155
H  -1.86  4.68  0.31  0.209
H  -0.68  5.70  -0.45  0.222
H  2.61  5.49  -1.79  0.461
H  3.53  7.77  -1.72  0.377
H  5.30  8.35  -0.09  0.391
H  6.12  6.63  1.49  0.382
H  5.20  4.35  1.42  0.491
H  5.87  3.25  -1.01  0.507
H  7.43  1.32  -0.74  0.433
H  6.57  -0.73  0.43  0.413
H  4.22  -0.78  1.15  0.604
C  -3.04  0.28  4.20  -1.136
C  -3.93  -0.62  3.34  -0.113
C  -4.72  0.17  2.30  -0.680
C  -3.87  0.61  1.10  -0.387
N  -3.55  -0.50  0.21  0.648
C  -2.34  -1.10  0.06  -0.067
Se  -0.87  -0.87  1.13  -0.428
N  -2.45  -2.02  -0.93  0.598
C  -1.35  -2.81  -1.48  -0.949
C  -0.87  -3.94  -0.56  0.151
C  -1.97  -4.89  -0.09  -0.536
C  -2.44  -5.86  -1.17  -1.158
C  -3.75  -2.03  -1.40  0.756
C  -4.40  -2.81  -2.36  -0.739
C  -5.75  -2.60  -2.54  -0.803
C  -6.45  -1.62  -1.82  -0.782
C  -5.80  -0.83  -0.89  -0.676
C  -4.45  -1.06  -0.68  0.702
H  -2.62  -0.29  5.03  0.352
H  -3.62  1.11  4.62  0.358
H  -2.22  0.69  3.62  0.185
H  -4.63  -1.15  3.98  0.388
H  -3.30  -1.36  2.85  0.025
H  -5.14  1.07  2.75  0.451
H  -5.56  -0.44  1.93  0.400
H  -2.93  1.04  1.43  -0.390
H  -4.41  1.35  0.51  0.425
H  -0.52  -2.13  -1.68  -0.408
H  -1.69  -3.22  -2.43  0.518
H  -0.39  -3.49  0.31  0.017
H  -0.09  -4.49  -1.10  0.536
H  -2.82  -4.31  0.28  0.172
H  -1.58  -5.46  0.76  0.466
H  -2.92  -5.33  -2.00  0.158
H  -3.16  -6.57  -0.76  0.383
H  -1.60  -6.42  -1.57  0.345
H  -3.87  -3.55  -2.94  0.360
H  -6.29  -3.20  -3.26  0.401
H  -7.51  -1.49  -2.00  0.394
H  -6.33  -0.07  -0.34  0.410
Se  1.55  -0.26  -1.79  -0.241
C  2.19  -1.90  -1.03  0.226
C  2.63  -2.91  -1.88  -0.457
C  3.05  -4.12  -1.34  -0.456
N  3.04  -4.39  -0.04  -0.644
C  2.62  -3.42  0.77  -0.684
C  2.23  -2.17  0.34  -0.277
H  2.65  -2.75  -2.95  0.422
H  3.42  -4.91  -1.98  0.373
H  2.61  -3.66  1.83  0.393
H  1.96  -1.42  1.07  0.843

Kohn-Sham gap (alpha / beta) = 6.92 / 5.89 eV
LUMO (alpha / beta) = -0.04 / -1.21 eV
multiplicity = 3